# 1
This record from the OMol25 dataset describes a molecular structure, C43H45ClN4O3OsSeSi. The level of theory is ωB97M-V/def2-TZVPD.

* highest occupied orbital energy (spin up / spin down): -12.733 / -12.773 eV
* energy above the lowest of the compared OMol25 structures with the same formula, charge and spin: 1.001 eV
* orbital gap (spin up / spin down): 7.67 / 4.09 eV
* expectation value of S²: 6.036
* max |F|: 1.29 eV/Å

```
! wB97M-V def2-TZVPD RIJCOSX def2/J DEFGRID3
* xyz 2 5
H -0.25713 5.10819 1.24011
C -5.66300 -0.57086 0.19081
H -5.10160 1.06611 1.42967
H -1.61220 -3.10643 0.49080
H 1.05019 3.33071 0.09366
C 2.15139 1.98265 2.70027
C 1.38047 3.70004 1.08328
C -4.79233 0.10747 1.03403
C 0.88454 -0.06906 1.17947
C -0.00817 -6.18333 -1.41904
C -3.54982 -0.43240 1.32849
H -3.78624 -3.30713 -0.42839
N 0.01442 -3.52963 -3.80345
H 0.58134 -3.42088 -0.70603
H 0.76632 -3.29005 -5.75016
C 5.58186 -2.20740 2.35577
H 6.59767 -2.59237 4.20897
H 6.66742 2.43601 -0.65726
C 3.80077 -0.56554 2.43541
N 0.96385 2.72729 2.17020
H -2.12124 1.51169 3.50634
C -5.29154 -1.79178 -0.34060
C -5.42679 1.36244 -4.05904
C 0.83281 5.10474 1.28552
C -3.33773 1.06913 -2.28129
H 2.39106 5.89692 2.53486
C 0.28498 3.46179 3.29633
C -4.17059 2.18948 -2.18636
C 1.09769 4.65766 3.77589
C -4.05658 -2.33767 -0.02333
H 2.04676 4.32492 4.19712
O -2.61053 0.18122 2.11611
H -0.16524 -1.92028 -5.12312
H 3.25651 2.15087 -3.23130
Os -0.33201 1.57934 0.91655
H 1.18826 5.72476 0.46242
H -0.56942 -5.91159 -5.31882
H 0.11840 2.74936 4.10158
H -0.99894 -3.40422 -5.62767
N 0.33872 -3.68754 -1.64867
H 2.98303 2.66451 2.89418
H -1.86858 -2.67740 2.19007
H 0.81118 6.60327 2.82928
H -6.62716 -0.14245 -0.05339
H -0.35961 -8.25595 -1.72194
H 0.53845 5.12139 4.58781
C 5.80749 -2.03991 3.71655
H 5.62207 2.76954 -2.87544
H -0.68076 3.81328 2.95401
C 4.02179 -0.43146 3.80992
H -5.88194 3.17397 -2.99733
C 0.07519 -4.96283 -2.08638
C -0.28899 -7.28429 -2.19298
C -0.12952 -4.86026 -3.47000
H 5.18980 -1.02656 5.50730
H 0.14694 -6.25930 -0.34992
H 5.36515 1.45887 1.19071
H -3.99743 2.93196 -1.41521
C -0.41591 -5.98094 -4.24931
C 0.30623 -2.82470 -2.68671
H 4.43440 -1.60062 0.65236
H 1.86770 1.53726 3.65672
C -0.48733 -7.18477 -3.58998
Si 2.63463 0.56686 1.51673
C 1.32766 5.66795 2.62277
C 2.97010 1.49383 -1.20440
H -3.88899 1.28256 3.35572
C 4.58865 -1.47693 1.72164
H 0.85902 -0.77477 0.34739
C 3.71269 2.01317 -2.25728
H -2.91800 -0.78574 -3.29230
H -0.70094 -8.08370 -4.15308
C 5.02132 -1.15837 4.44505
H 6.19167 -2.90019 1.78750
C 5.04338 2.35312 -2.06037
O -1.87660 2.87729 1.26197
C 5.63058 2.16605 -0.81458
H -6.24338 1.47992 -4.76023
C 4.89113 1.62212 0.22737
C -0.10257 -3.00113 -5.16141
H 3.42100 0.25225 4.39993
O -4.01677 3.27937 1.81257
C -5.21972 2.32263 -3.07777
H 0.56037 -0.60213 2.08137
H 1.92054 1.25901 -1.35388
C -1.84062 -2.28314 1.17106
C 3.54703 1.27818 0.04938
H -1.03941 -1.53972 1.13125
C -3.17209 -1.67096 0.81039
Cl -6.35619 -2.63223 -1.41053
C -2.28128 0.94051 -1.33995
C -2.95034 1.37213 2.81378
C -3.01104 2.62231 1.89878
C -3.56018 0.08708 -3.25232
N -1.39629 0.86681 -0.60637
Se 0.59311 -1.01174 -2.54404
H 2.46882 3.74053 1.04891
C -4.60052 0.24581 -4.14398
H -4.78324 -0.50596 -4.90054
*
```

=====

# 2
This record from the OMol25 dataset describes a molecular structure, C43H45N3O2P2PtS5. The level of theory is ωB97M-V/def2-TZVPD.

* highest occupied orbital energy: -12.576 eV
* energy above the lowest of the compared OMol25 structures with the same formula, charge and spin: 0.170 eV
* orbital gap: 5.30 eV
* max |F|: 0.35 eV/Å

```
! wB97M-V def2-TZVPD RIJCOSX def2/J DEFGRID3
* xyz 2 1
H 0.33326 2.73521 4.81081
O 0.92007 -1.30473 -0.19232
H -5.13097 -2.39019 -4.42078
N 3.72540 2.28779 1.33788
H 3.01041 -3.99244 -2.87747
H -4.13698 5.52650 -1.33790
H 3.93809 -4.61198 -0.68512
C -3.10556 2.32842 0.56209
O 5.64148 3.15493 2.16556
H -4.79714 0.12467 2.08289
N 5.14171 3.62009 -0.00120
C -2.17539 1.22940 3.09163
P -2.30501 -2.08674 0.48477
H 4.00391 -2.92744 -0.18190
P -2.58023 0.81466 1.38690
C 4.23841 1.37348 -2.82576
C 2.51221 2.41538 0.67821
H 1.88988 0.45445 1.28480
S 1.73766 -0.62261 3.87239
C -3.84329 4.63017 -0.80795
C -1.04699 -5.94480 0.10817
S 1.02908 -2.48045 -1.18791
N 0.39862 1.38643 0.22324
H 4.35371 -2.88966 -2.62302
C -0.91042 -6.35456 1.42749
C 3.44362 -3.64683 -0.78161
H -3.98280 0.46141 3.99219
H 3.75450 1.69744 2.15776
H 4.15071 0.31182 -3.03130
C -4.89607 -3.19503 -2.44704
H 3.75050 0.74878 -5.34606
C 4.60865 1.78621 -1.55240
C -4.57500 -2.33905 -3.49412
Pt -0.86266 -0.31996 0.47577
H 5.92000 4.26228 0.03080
C 1.99756 -3.73445 -0.29759
C -1.20489 -5.47729 2.46187
C -0.60430 2.22616 4.62761
H -3.76381 1.27257 -1.20845
C -4.04923 -0.25731 1.38846
H -0.27985 2.08182 2.51923
H -3.19003 5.69171 0.93611
C 4.21643 3.63363 -3.57530
C -1.46402 -4.65455 -0.18109
H 2.77797 4.38475 -0.15745
S 3.43880 -1.48306 3.26496
C 0.03253 2.44056 -0.51454
H -1.18599 2.21592 6.69315
C -3.64460 2.23697 -0.72519
C -1.74992 -3.76330 0.85498
C -1.62790 -4.18824 2.17921
H 4.08793 4.36647 -4.36291
H -3.28943 -0.76330 -4.17464
H -5.69877 -3.91152 -2.55825
H -1.87473 -3.52695 3.00015
H -4.43414 -3.81440 -0.45359
H -4.45070 -2.39083 1.57678
C 0.88239 3.52234 -0.67964
C 4.90453 3.04097 1.21635
H 1.84165 -3.51280 0.76060
C -3.62256 -1.68941 1.68185
C -3.15321 -2.20565 -1.10902
H 4.27327 2.30088 -5.99676
C -2.66699 1.29906 5.44698
H 2.83742 -1.13212 -1.74978
H -0.84880 -6.63890 -0.69852
H 2.61240 2.09370 -5.46379
C -4.18710 -3.13273 -1.25982
C -3.31078 4.72384 0.46820
H -4.48095 -0.19628 0.38675
H -1.59589 -4.35172 -1.21268
C 4.76212 3.13850 -1.28383
H -0.59311 -7.36461 1.65032
H -1.11919 -5.80081 3.49046
H -0.94161 2.40917 -0.97779
H -4.43816 3.31156 -2.39703
H 1.53557 -4.69637 -0.51639
C 3.37922 -3.18747 -2.23788
C -2.83400 -1.35249 -2.16342
C 4.03537 2.28140 -3.85845
C 3.64757 1.82833 -5.23992
H -3.21259 -1.78165 2.69034
C -0.95490 1.86471 3.33893
C -3.54258 -1.42373 -3.35562
H -2.03152 -0.63218 -2.04756
H 4.80749 1.05377 -0.77977
C 4.56210 4.06083 -2.30519
H 4.69209 5.11780 -2.10390
C -3.03037 0.94994 4.15280
C 1.61434 1.36524 0.77143
H -3.33463 1.07674 6.26835
C 2.41623 -2.00797 -2.25010
S 4.91127 -0.30400 3.52928
C -4.01312 3.38492 -1.40485
H -2.53459 3.65853 2.15623
H 2.03952 -1.72290 -3.23046
C 2.12137 3.53151 -0.06518
H 0.55881 4.36144 -1.27933
C -2.94049 3.57598 1.15697
S 0.22030 -1.58380 3.14372
C -1.46017 1.93800 5.68416
*
```

=====

# 3
This record from the OMol25 dataset describes a molecular structure, C43H46AsN4O2PSTi. The level of theory is ωB97M-V/def2-TZVPD.

* highest occupied orbital energy (spin up / spin down): -5.785 / -7.532 eV
* energy above the lowest of the compared OMol25 structures with the same formula, charge and spin: 0.000 eV
* orbital gap (spin up / spin down): 5.98 / 7.72 eV
* expectation value of S²: 2.009
* max |F|: 0.65 eV/Å

```
! wB97M-V def2-TZVPD RIJCOSX def2/J DEFGRID3
* xyz 0 3
H 2.53409 2.73509 0.39286
C 3.61928 -3.24458 -2.68910
C -1.71755 4.77264 3.94815
C 1.94533 0.05577 -2.25456
C -2.15395 3.93113 -1.76213
C -5.69559 -1.43477 -0.26268
C -0.03992 -5.49556 2.34996
C -1.04527 -2.91390 2.04945
C -2.06170 -0.67724 3.53237
C 1.91299 -3.50610 -1.00197
H 5.27360 -0.64688 3.58048
H 2.21077 -0.44808 3.86358
H -6.65103 -1.45651 -0.77201
C -2.71296 0.28477 6.07013
H -1.85003 5.34686 4.85638
H -6.55415 -1.48378 1.71316
H 4.40124 -3.67170 -3.30185
C 3.60530 2.58492 0.53848
H -2.00931 -6.15342 1.81705
H 4.65553 -0.00936 -1.14235
C 2.91865 -4.03846 -1.77500
C -2.63200 0.58669 3.68925
P -1.59581 -1.18400 1.84049
H -2.85120 4.46230 0.77629
H -4.36797 -1.40293 2.83202
C -1.36370 -5.30130 1.98744
H 3.16213 -5.08984 -1.67849
H 3.78787 -1.28713 -3.52768
C 2.28330 -1.33405 -2.00710
C -5.64612 -1.44810 1.12670
H -1.93948 -1.57732 6.79696
H 4.38775 -0.87700 5.08431
H 4.38520 0.69632 4.29569
H -1.24792 2.77374 0.80014
C 4.44788 -1.14051 0.70311
H -3.80284 5.25586 -2.12064
H 0.34894 -6.49949 2.46367
C -2.13649 -0.96657 5.92502
H 3.42527 2.09407 2.62970
H 2.25895 0.48843 -3.20544
H 6.02052 -1.05581 -0.77832
C -0.59897 3.00469 2.73657
H 5.80711 0.45205 0.11044
C -0.78412 3.77645 3.90956
C -1.81339 -1.44825 4.66178
H 4.92608 1.51699 1.90576
H -3.41437 2.04132 5.04901
C 1.57474 -2.13815 -1.07533
H 4.06415 3.56251 0.70038
C 5.27704 -0.39189 -0.33359
H 3.04927 -1.86686 3.24949
C 3.27689 -1.91750 -2.80743
As 2.98377 -0.08287 1.49770
H 1.82814 -4.54565 2.82699
H 1.06596 4.53914 -2.58768
H -3.25064 5.84476 2.82724
N -1.38762 3.32522 1.67923
H -2.90312 -3.86796 1.55772
C 0.00401 4.71422 -2.48246
N 1.25113 0.79022 -1.46894
C 0.29005 -3.11913 2.39228
H 0.93706 -2.25837 2.51524
C -0.78352 3.72742 -1.89541
H -2.39206 7.01826 -3.12732
S 0.53336 1.75040 2.62411
C -2.30986 4.31241 1.69907
H -1.37182 -2.43083 4.56008
H 1.35848 -4.11784 -0.29985
C -2.51176 5.05851 2.81869
C 3.11015 -0.77896 3.33984
Ti 0.34885 0.22401 0.36974
H -2.75844 3.14306 -1.32900
H -4.57876 -1.42680 -2.08743
H -2.27140 -1.49591 -2.14237
H 3.98552 -2.02350 0.25890
H -0.17201 3.53814 4.76680
H -2.96662 0.65546 7.05508
C 3.85908 1.66239 1.72658
C -2.73362 5.10930 -2.20995
C -2.96372 1.06208 4.94552
O 0.61850 -1.67180 -0.31670
H -1.27606 -1.79563 -0.81011
C 4.35983 -0.37802 4.11362
H 0.04208 6.66345 -3.36408
N 0.87963 2.02450 -2.00865
C 0.78976 -4.39900 2.55587
C -1.86801 -4.01396 1.84146
H -2.82806 1.19521 2.81236
C -0.18989 2.45370 -1.41219
N -2.13634 -1.38015 -1.15285
C -0.57498 5.89478 -2.91667
C -1.94303 6.09596 -2.78173
H 5.08934 -1.48113 1.51866
C -4.41237 -1.40778 1.75097
C -3.27656 -1.39066 -0.38195
C -3.22098 -1.35245 1.02578
H 4.00757 2.17646 -0.38951
O -0.80206 1.82819 -0.44665
C -4.53271 -1.41296 -1.00436
*
```

=====

# 4
This record from the OMol25 dataset describes a molecular structure, C43H46Li2O19S. The level of theory is ωB97M-V/def2-TZVPD.

* highest occupied orbital energy: -6.836 eV
* energy above the lowest of the compared OMol25 structures with the same formula, charge and spin: 2.209 eV
* orbital gap: 5.44 eV
* max |F|: 10.94 eV/Å

```
! wB97M-V def2-TZVPD RIJCOSX def2/J DEFGRID3
* xyz 0 1
H -1.08394 -3.01073 2.31931
S 0.47506 0.26327 0.95431
H -3.75294 2.91327 -2.31669
H -0.61794 -1.23873 -4.37269
H -4.42294 3.40427 -4.43769
C 1.56406 -4.93873 -1.07169
H -2.45094 -0.56373 2.65331
O -4.31094 1.73527 -6.62569
Li -1.25794 -0.51873 -1.55469
C -0.26394 6.33327 1.37131
C 1.54206 -3.57973 -0.47169
O -0.38994 -0.68673 -3.49569
C -3.62294 0.16427 -4.94369
C 3.66606 -3.23573 -1.61069
H 1.63206 5.85227 2.11931
H -7.14194 0.83027 1.36231
H 1.68306 4.69227 -6.32669
O -2.93394 0.49927 -1.33569
C 5.44306 -0.22973 1.75131
H 2.80006 -1.67873 -0.73669
C -3.38194 -0.08673 2.27331
H -4.33594 -1.74573 3.25331
O -3.50394 -5.41473 5.11831
H -7.64994 -1.15173 2.36431
H 0.72906 1.37627 -1.99369
O -0.37694 0.10127 -0.14069
C -0.94794 -2.79673 5.74731
C -1.85494 -3.76573 5.98531
H -2.00594 1.65627 1.68431
H 4.66506 -2.64173 -1.72569
O 1.58806 0.94327 0.51131
C -3.37694 -0.24973 -3.63969
C 2.73606 2.20727 -2.32069
H 0.80206 -5.53973 -0.79769
O 1.99306 3.45927 0.99331
H -3.15894 -5.93773 5.74031
H -0.18594 2.35227 -4.02769
H 3.37406 -0.23073 1.29631
C -3.30394 0.76727 -2.64669
C 4.11006 -0.72173 1.86031
H -3.34494 1.32927 -0.94669
C 6.25806 -2.09873 2.96531
C 3.50706 3.11227 -3.04669
C -0.80794 -2.36273 4.32431
Li -0.13394 1.95027 3.74531
C 6.54706 -1.01873 2.25031
C -1.34594 5.84627 0.59231
H 4.75206 -3.48273 3.52631
C -1.29094 4.52827 -0.03569
C -5.01994 1.45727 1.21131
C -2.11794 -4.27073 3.57131
H 2.13506 -1.92173 2.14131
C 3.57806 -4.44273 -2.27669
H 2.46306 -6.50273 -2.31469
H -3.23994 6.12427 -0.08669
C 0.96506 4.31827 0.79831
C 2.95306 3.65327 -4.21969
O 0.12106 -1.40773 4.00731
C -3.95994 1.48027 -5.31869
O 2.55406 -2.47773 2.60731
O -2.50594 6.56427 0.42631
H 0.30006 -1.49173 3.12131
C 2.50306 -5.37073 -2.00069
H -3.22294 -1.16673 -3.43069
C -2.44994 -4.47973 4.91131
O 7.80506 -0.55573 1.96331
H -2.16494 -3.97573 7.00331
C -0.10394 3.78127 0.09531
H 0.85906 -2.45073 0.94131
H -2.58694 -4.76773 2.94531
H -0.12994 2.89627 -0.51769
H 8.53006 -0.54673 2.75031
H -0.11894 7.18727 1.86231
C -3.91094 2.38127 -4.30369
C 3.84306 -1.96473 2.55131
H 0.74806 -1.37773 -1.90569
C 0.80306 -1.21873 -2.89769
O 1.04306 4.18827 -5.58169
C -1.36294 -3.21673 3.26431
C 4.93406 -2.66473 2.97531
H 2.50406 1.36727 -0.58769
C 1.62306 3.35827 -4.62069
C -3.62794 2.04027 -3.02169
H -5.21294 2.34727 0.76931
H 0.89206 -2.37273 -3.27969
H 5.41706 -4.57073 -3.39569
O 4.40206 -4.99973 -3.16269
C 0.83006 2.53427 -3.77169
H 1.69606 2.74927 0.55931
H 3.52506 4.36427 -4.75269
H -0.45794 -2.07973 6.53831
H -3.69494 -0.73473 -5.69669
H -4.60394 2.56927 -6.68569
H 5.49406 0.69127 1.46131
H 1.78306 -1.01573 -3.34069
O -6.69194 -1.53573 2.57931
C 1.37406 2.05027 -2.56769
H 7.12306 -2.74973 3.37031
O 0.62206 -3.29473 0.35931
O -2.72294 1.87027 1.20531
C 2.57606 -2.72273 -0.85369
C -6.11994 0.57527 1.49331
C -5.72994 -0.54573 2.29531
H 4.56506 3.61327 -2.70769
H -2.09794 4.15827 -0.57269
C 0.83106 5.42327 1.56531
O 0.93606 -1.03373 1.40431
O 3.34106 1.61227 -1.22569
O -0.23494 0.89727 2.04031
C -3.76294 1.15227 1.60531
C -4.42994 -0.86873 2.56231
*
```